Entry from the Open Molecules 2025 dataset: an isolated ion of composition C5H12N3 and charge +1 at a distorted geometry (ωB97M-V/def2-TZVPD).

Computed properties:
* E_tot: -9839.79323 eV
* total charge: +1
* LUMO: -4.34 eV
* SMILES: [H]/N=C(\C)[C@H](N)/[NH+]=C/C
* multiplicity: 1

Positions of all 20 atoms, in Å:
N: 0.806 0.609 2.147
N: 1.302 0.190 -0.050
N: -0.947 -1.214 -0.544
C: 1.552 -0.319 -1.216
C: 1.789 0.121 -2.639
C: 0.458 -0.349 1.156
C: -1.920 0.290 1.099
C: -0.916 -0.572 0.531
H: -2.104 0.064 2.211
H: 2.745 0.584 -2.912
H: -1.770 -1.320 -1.071
H: 1.176 1.092 0.269
H: 1.479 0.198 2.820
H: -1.636 1.392 1.011
H: 1.449 -1.190 -1.456
H: 0.296 1.304 2.672
H: 0.795 -1.319 1.462
H: 1.892 -0.909 -3.146
H: -2.861 0.033 0.677
H: 0.807 0.588 -2.871

Results of the natural (NBO) charge analysis, in e, for atoms 1 through 4:
1. N -0.8840
2. N -0.4408
3. N -0.6258
4. C 0.3548